# 1
Here is the molecule C17H16FN3O3S2 at a distorted geometry from the OMol25 dataset. Energies are from the ωB97M-V functional and the def2-TZVPD basis.

The geometry in XYZ format:
```
42
Properties=species:S:1:pos:R:3:forces:R:3
N -1.063 0.634 -2.908 -0.8 -0.1 1.1
O 2.382 -0.485 2.706 -0.9 -0.6 -1.5
O -5.806 3.642 -2.133 0.1 0.1 1.4
F 2.281 -2.628 -2.009 0.5 0.7 1.0
C -1.655 0.609 -1.909 0.4 0.1 0.3
O -3.967 3.614 1.737 0.4 -0.8 1.3
S -0.840 -1.281 0.596 -0.6 0.3 0.0
S -3.203 0.281 1.802 0.3 0.2 0.4
C 1.672 -0.709 1.723 1.7 0.4 0.0
C -5.235 3.120 -1.176 -0.6 0.1 -2.0
C -2.171 -0.108 0.453 0.4 1.1 -1.6
C -2.381 0.710 -0.636 1.6 -1.9 -0.8
C 4.521 -1.618 0.825 -0.4 -0.9 -1.4
C 5.697 -2.251 0.375 -1.4 1.2 0.6
C 4.581 -2.945 -1.634 -1.7 0.2 0.3
C 3.375 -2.410 -1.212 1.0 0.3 1.3
C 3.339 -1.703 0.052 0.5 -0.7 -0.5
C 5.708 -2.883 -0.845 1.4 0.1 -0.2
N 2.119 -1.162 0.479 -1.5 0.2 0.4
N -4.153 2.319 -1.486 -0.1 -0.4 0.8
C 0.201 -0.317 1.759 -0.4 -0.4 0.4
C 6.991 -3.438 -1.391 0.6 -0.4 -0.4
C -5.793 3.209 0.255 1.4 -0.9 -0.2
C -3.268 1.854 -0.425 -1.7 0.4 0.5
C -4.884 2.591 1.351 -0.3 0.4 0.1
C -4.173 1.389 0.743 -0.3 0.3 -0.3
H -3.519 3.317 2.573 -0.5 0.5 -1.2
H 4.499 -1.088 1.753 -0.1 0.2 0.3
H 6.575 -2.114 0.991 0.2 -0.3 -0.2
H 4.538 -3.467 -2.568 0.3 -0.2 -0.4
H 1.371 -1.249 -0.215 0.4 0.1 0.3
H -3.783 2.495 -2.413 0.0 -0.1 0.1
H -0.183 -0.482 2.770 0.3 0.0 -0.1
H 0.099 0.747 1.555 0.1 0.0 -0.2
H 7.867 -3.247 -0.741 -0.6 -0.1 -0.3
H 6.881 -4.527 -1.506 0.2 0.3 -0.1
H 7.219 -3.017 -2.393 -0.2 -0.2 0.6
H -6.709 2.643 0.229 -0.5 0.0 -0.1
H -5.987 4.244 0.485 -0.2 0.3 0.0
H -2.680 2.723 -0.176 0.6 0.2 0.8
H -5.519 2.275 2.207 0.4 0.2 -0.4
H -4.944 0.713 0.356 0.1 0.2 -0.3
```
Positions in Å, forces in eV/Å.

Output
Kohn-Sham gap ... 8.13 eV
LUMO level ... -0.4678 eV
Net charge ... 0
SMILES string ... Cc1ccc(NC(=O)CSC2=C(C#N)[C@H]3NC(=O)C[C@H](O)[C@@H]3S2)c(F)c1
Energy relative to the best compared isomer or geometry (same formula, charge and spin) ... 23.7 kcal per mole
Multiplicity ... 1
E ... -52889.023 eV

# 2
Here is the molecule C17H16N2O3S3 at a distorted geometry from the OMol25 dataset. Energies are from the ωB97M-V functional and the def2-TZVPD basis.

The geometry in XYZ format:
```
41
Properties=species:S:1:pos:R:3:forces:R:3
O -1.688 3.390 -0.850 0.8 -0.3 2.5
O 0.339 4.322 0.204 -1.5 -1.8 1.3
O 2.808 0.720 3.474 0.3 0.5 2.9
N 5.466 1.749 0.501 -1.6 -0.7 -0.4
S 3.432 0.423 -0.491 1.1 0.7 0.5
C 4.884 1.427 -0.636 0.4 0.1 0.4
C 4.723 1.246 1.578 0.1 -0.5 -1.1
C 3.619 0.501 1.241 1.0 0.0 -1.4
C -3.996 -3.685 0.372 0.6 0.2 0.3
C -3.267 -3.603 1.566 0.1 0.8 -0.2
C -3.741 -2.738 -0.627 0.0 0.3 -0.4
C -2.382 -2.501 1.784 -1.1 -2.6 0.4
C -2.837 -1.689 -0.439 -0.5 -0.7 0.1
C 0.048 -0.797 1.541 1.5 0.2 0.6
C -1.493 0.877 0.758 -0.3 -1.9 -0.4
C 0.760 1.500 1.418 0.1 -0.8 0.5
C -2.170 -1.581 0.799 0.0 1.0 -1.1
C -1.197 -0.495 1.029 -0.1 1.6 0.0
C 1.064 0.166 1.776 -2.8 0.2 -1.7
C -0.532 1.831 0.961 1.5 0.4 0.1
N 6.875 1.813 -2.093 -0.5 -0.2 0.1
S 2.627 -0.303 2.459 -0.1 0.8 -1.1
C 5.401 1.873 -1.998 0.0 0.4 -0.4
C -1.891 4.236 1.673 -1.1 -0.6 0.0
S -0.878 3.501 0.391 0.4 1.8 -3.1
H 5.071 1.381 2.590 -0.1 0.2 0.0
H -4.738 -4.468 0.206 0.4 0.2 0.1
H -3.374 -4.371 2.340 0.0 0.4 -0.3
H -4.238 -2.812 -1.605 0.1 0.0 0.6
H -1.859 -2.507 2.736 0.0 0.4 -0.2
H -2.683 -1.005 -1.282 0.2 -0.1 0.6
H 0.294 -1.831 1.755 -0.1 -0.1 0.0
H -2.433 1.117 0.269 0.1 0.1 0.2
H 1.558 2.223 1.486 -0.1 0.4 0.0
H 7.225 2.441 -2.820 -0.2 -0.2 0.6
H 7.279 2.040 -1.188 0.0 0.2 -0.3
H 5.024 2.893 -2.233 0.0 -0.3 0.5
H 4.949 1.258 -2.787 0.2 -0.2 0.3
H -1.962 5.309 1.496 0.0 -0.1 -0.3
H -1.488 4.093 2.659 0.6 -0.2 0.3
H -2.902 3.750 1.683 0.9 0.5 -0.3
```
Positions in Å, forces in eV/Å.

Output
Kohn-Sham gap ... 9.00 eV
LUMO level ... -0.2007 eV
Net charge ... 0
Energy relative to the best compared isomer or geometry (same formula, charge and spin) ... 0.9 kcal per mole
Multiplicity ... 1
E ... -59514.612 eV

# 3
Here is the molecule C17H16N2O4S from the OMol25 dataset. Energies are from the ωB97M-V functional and the def2-TZVPD basis.

The geometry in XYZ format:
```
40
Properties=species:S:1:pos:R:3:forces:R:3
C -1.642 -3.191 -0.268 0.0 0.0 0.0
C -1.634 -2.387 -1.534 0.0 0.0 -0.1
C -0.873 -2.815 -2.615 0.0 0.0 0.0
C -0.828 -2.095 -3.796 0.0 0.0 -0.1
C -1.553 -0.923 -3.914 0.0 0.0 -0.1
C -2.318 -0.486 -2.848 0.0 0.0 0.0
C -2.373 -1.207 -1.663 -0.1 0.0 -0.1
C -3.180 -0.650 -0.516 0.0 0.0 -0.1
N -2.316 0.105 0.374 -0.1 -0.5 0.1
C -2.299 1.445 0.389 0.4 0.1 0.4
O -3.100 2.154 -0.177 -0.2 0.3 -0.2
C -1.168 2.042 1.253 -0.5 0.2 0.0
N 0.107 1.396 1.047 0.3 -0.6 0.6
C 1.018 1.817 0.119 0.4 0.2 -0.5
O 0.845 2.710 -0.672 -0.1 -0.1 0.1
C 2.263 1.014 0.262 0.5 -0.1 -0.1
C 2.256 0.098 1.301 -0.6 0.5 -0.3
C 3.338 -0.704 1.580 0.0 -0.2 0.2
C 4.469 -0.566 0.781 -0.2 0.0 0.1
C 4.493 0.348 -0.262 -0.1 0.1 -0.1
C 3.392 1.147 -0.533 -0.2 0.0 0.1
H 3.392 1.865 -1.339 0.0 0.1 -0.1
H 5.381 0.439 -0.869 0.1 0.0 0.0
H 5.336 -1.178 0.979 0.1 -0.1 0.0
H 3.305 -1.409 2.394 0.1 -0.1 0.1
S 0.665 0.176 2.088 0.0 0.2 -0.2
O 0.694 0.668 3.426 0.2 0.1 0.1
O -0.100 -1.017 1.849 0.2 -0.2 0.0
H -1.419 1.939 2.313 -0.1 0.1 -0.1
H -1.077 3.101 0.995 0.0 -0.2 0.1
H -1.600 -0.417 0.862 -0.1 0.1 -0.1
H -3.667 -1.443 0.056 0.0 0.1 -0.1
H -3.935 0.046 -0.887 0.0 -0.2 0.1
H -2.881 0.432 -2.929 -0.1 0.1 0.0
H -1.522 -0.351 -4.829 0.0 0.1 -0.1
H -0.228 -2.451 -4.621 0.0 0.0 -0.1
H -0.304 -3.730 -2.528 0.0 -0.1 0.0
H -2.659 -3.426 0.041 0.0 -0.1 0.1
H -1.159 -2.646 0.542 0.0 -0.1 0.1
H -1.106 -4.127 -0.413 0.0 -0.1 0.0
```
Positions in Å, forces in eV/Å.

Output
Kohn-Sham gap ... 8.55 eV
LUMO level ... -0.4027 eV
Net charge ... 0
SMILES string ... Cc1ccccc1CNC(=O)CN1C(=O)c2ccccc2S1(=O)=O
Energy relative to the best compared isomer or geometry (same formula, charge and spin) ... 2.2 kcal per mole
Multiplicity ... 1
E ... -39894.742 eV

# 4
Here is a structure of composition C17H16O4SSm at a distorted geometry from the OMol25 dataset. Energies are from the ωB97M-V functional and the def2-TZVPD basis.

The geometry in XYZ format:
```
39
Properties=species:S:1:pos:R:3:forces:R:3
Sm 1.503 -0.023 0.506 0.2 0.5 -0.3
O -1.972 -2.011 2.083 2.0 0.7 -0.2
C -0.859 -1.467 1.927 -1.4 0.2 0.3
O -0.332 -1.247 0.756 0.1 -0.6 0.9
C -0.166 -0.831 3.200 -0.4 -1.2 -1.3
C -1.095 -0.543 4.185 -0.5 1.0 1.1
C -0.761 -0.203 5.483 1.3 -0.2 -0.2
C 0.603 -0.171 5.837 1.2 -0.7 -1.3
C 1.589 -0.328 4.827 -1.9 -0.8 0.1
C 1.200 -0.741 3.488 0.6 0.5 1.9
S 2.604 -1.273 2.592 0.3 -0.2 -0.8
H -2.139 -0.553 3.932 -0.2 -0.3 -0.2
H -1.491 -0.014 6.245 -0.4 0.0 0.1
H 0.925 -0.242 6.878 -0.1 0.7 -0.2
H 2.665 -0.417 5.009 -0.5 0.3 0.3
C -1.510 -2.253 -3.681 0.8 0.9 1.6
C -0.908 -0.973 -3.101 0.6 -0.6 -0.8
C -1.425 -0.460 -1.932 -0.4 0.4 -0.2
C -0.840 0.701 -1.384 -0.7 0.2 0.1
C -1.589 1.367 -0.224 1.7 -0.3 0.7
C 0.273 1.297 -2.009 -0.1 0.4 0.7
C 0.687 0.850 -3.280 0.0 -0.2 0.2
C 1.753 1.573 -4.039 1.1 -0.4 1.3
C 0.179 -0.338 -3.765 -0.6 -0.2 0.6
C 1.042 2.446 -1.276 -1.2 -2.5 2.6
O 1.219 3.498 -1.775 0.6 2.4 -1.6
O 1.364 2.163 0.003 -0.2 -0.2 -1.6
H -1.515 -2.134 -4.745 -0.3 -0.4 -0.6
H -2.499 -2.335 -3.211 0.2 -0.5 -0.6
H -0.842 -3.068 -3.350 -0.6 0.0 -0.4
H -2.334 -0.951 -1.480 1.2 0.7 -0.3
H -1.842 0.573 0.526 0.1 1.0 -0.5
H -2.478 1.840 -0.585 -0.7 0.1 -0.3
H -0.955 2.196 0.192 -0.7 -0.9 0.0
H 1.606 2.650 -4.044 -0.1 0.0 0.0
H 1.868 1.179 -5.043 0.1 -0.1 -0.1
H 2.662 1.361 -3.408 -0.3 0.4 -1.0
H 0.724 -0.797 -4.601 -0.7 0.1 0.0
H 3.083 -0.321 -0.736 0.1 -0.3 -0.3
```
Positions in Å, forces in eV/Å.

Output
Kohn-Sham gap (alpha / beta) ... 8.00 / 8.04 eV
LUMO level (alpha / beta) ... 2.8728 / 2.9181 eV
Net charge ... -1
Energy relative to the best compared isomer or geometry (same formula, charge and spin) ... 13.2 kcal per mole
Multiplicity ... 6
E ... -54821.155 eV